{
  "formula": "C30H82BCl8F4O22",
  "method": "the ωB97M-V functional and the def2-TZVPD basis",
  "homo_ha": -0.2736,
  "charge": -1,
  "multiplicity": 1,
  "homo_lumo_gap_ev": 9.422,
  "species": ["H", "Cl", "H", "H", "H", "C", "H", "C", "H", "Cl", "H", "H", "H", "H", "C", "O", "H", "O", "O", "O", "O", "Cl", "C", "C", "H", "H", "C", "Cl", "H", "O", "Cl", "F", "H", "H", "H", "H", "H", "H", "H", "O", "H", "H", "H", "H", "H", "H", "H", "C", "C", "O", "H", "H", "H", "C", "C", "F", "H", "H", "C", "H", "H", "C", "H", "H", "F", "H", "H", "H", "C", "C", "C", "Cl", "H", "H", "C", "C", "O", "B", "C", "C", "H", "Cl", "C", "C", "F", "H", "C", "H", "H", "H", "H", "C", "O", "O", "C", "H", "H", "H", "H", "H", "H", "H", "O", "H", "O", "H", "H", "H", "H", "H", "H", "H", "O", "H", "C", "H", "H", "H", "O", "H", "O", "O", "H", "Cl", "H", "H", "H", "C", "O", "H", "H", "O", "C", "C", "C", "O", "O", "H", "H", "C", "H", "H", "O", "H", "H", "H", "H"],
  "positions_angstrom": [[-4.823758, -1.818533, 4.084497], [-4.867994, -2.061875, -2.192274], [-0.535690, -4.547260, 3.580458], [-7.888581, 0.113531, 1.308561], [-1.690669, 3.250809, -2.014739], [-4.193350, -2.568982, 3.607523], [2.079123, 3.230749, -1.338565], [-2.904285, 2.386260, 2.359125], [-0.312986, 0.916881, -3.546908], [-2.899358, 0.210089, -3.670276], [-2.272759, 5.472208, -1.253837], [2.886388, 1.090281, 3.929043], [0.152989, -2.112805, -1.869903], [1.457623, 2.112447, -5.704560], [5.382789, -4.479070, 2.157278], [3.550210, 0.808778, 0.635247], [-3.619667, -5.370735, -3.655511], [0.257007, -4.943389, 3.211230], [0.597617, -2.844086, -2.304799], [-4.866379, -3.769323, 3.794141], [-5.542623, 0.186228, 2.535854], [0.561700, -0.418028, -5.148941], [-0.592545, 8.185278, -0.246790], [4.055186, -4.006028, 1.488671], [-0.011802, -2.355585, 5.415955], [-2.302090, 7.979140, -1.461707], [6.178977, 1.645054, -1.597269], [-0.574232, -6.472197, -1.654050], [4.890180, 1.502263, -0.259289], [-2.058007, -3.591638, 3.845399], [0.300367, -0.097837, 4.841702], [-0.332568, -1.092847, -0.601915], [-3.670162, 2.810732, 1.709994], [2.766862, 0.398284, 0.261801], [2.792419, -4.123221, -3.713000], [-2.828329, -1.486985, -1.174591], [-1.413181, -1.578340, -3.217479], [-3.765544, 3.219392, -0.282266], [4.360714, -4.405455, -0.339873], [3.570851, 4.698867, -1.023901], [2.326060, -4.828440, -2.108592], [0.647694, 3.099864, -4.432665], [1.432466, 0.866350, -3.465623], [1.160281, -3.151092, 1.568473], [-0.569054, -2.021550, 1.157205], [1.689204, 4.564182, -0.303371], [-1.063322, 3.197437, 1.391852], [-3.777204, 2.709963, -1.245825], [0.015600, -5.049820, 1.801643], [-0.740221, 2.592840, 3.364624], [0.671262, -5.774304, 1.318585], [-0.303101, 9.141435, -0.682773], [3.291666, -4.224568, 2.235246], [3.692891, 0.378338, 1.974247], [-1.580414, 3.190299, 2.351357], [0.554537, -0.170695, 1.313751], [-4.378642, -4.525141, 3.458813], [3.003880, -0.452954, 2.123642], [-5.829948, -0.565224, 1.339566], [-1.266963, -4.592765, -2.895924], [-0.965579, 7.073011, -2.125386], [-3.057847, -2.053715, -2.076951], [3.415770, 4.456994, -3.348040], [-2.787487, -2.119678, -4.172930], [1.371755, 0.231599, -0.700649], [-6.104787, -1.567819, 1.667233], [1.835488, 6.043294, -2.656543], [6.161025, 0.556711, -1.654562], [1.956844, -2.422624, 4.686751], [-7.054932, 0.059603, 0.608406], [0.313972, -3.680089, 1.130264], [-0.955163, 2.460995, -5.947744], [-7.368288, -0.489278, -0.279639], [7.171579, 2.095308, -1.586874], [0.592760, 1.000814, -4.147469], [0.873680, -1.725275, 5.497913], [4.014147, -3.765259, -2.196844], [0.218006, -0.035521, -0.024954], [1.741619, 4.972766, -2.474201], [-1.460156, 7.341599, -1.191922], [-4.595209, 0.339013, 2.510046], [3.607297, -1.771132, 4.639856], [2.245055, 4.299467, -1.202847], [-2.876104, -2.534152, 4.392102], [-0.595760, 1.028536, -0.137539], [4.663279, 3.877245, -2.073086], [5.333945, 2.153029, -2.778680], [-5.010921, -0.591709, 0.620819], [4.362208, 1.661518, -2.826165], [-5.654004, 2.004867, -1.147571], [-2.131519, 0.887289, 1.331085], [-3.031487, -5.875061, -2.888824], [-2.056874, 6.137915, -0.596714], [2.490188, 4.371108, -3.587877], [-2.491963, -1.481761, -3.339966], [-2.761976, -3.086998, -1.895595], [2.106729, -3.472673, 4.937819], [1.252960, 8.072327, 0.532498], [-1.176065, -5.914225, -3.916724], [-0.329756, 1.767455, 3.096571], [-3.379954, 1.732182, -0.973348], [0.405414, -3.699038, 0.044269], [5.658310, 2.071028, -0.349184], [-4.044934, -2.329182, 2.554636], [-6.751028, 1.397088, 0.227007], [1.492425, -2.515227, 3.704998], [-3.195866, -2.778290, 5.405137], [2.634864, 2.204344, 2.593987], [4.653201, -4.067027, -2.846565], [-2.849346, 2.734452, -3.218532], [2.273262, -1.822884, -3.019190], [4.066685, -2.916092, 1.490962], [-2.672896, 1.016216, 2.113330], [-1.142259, 8.396907, 0.670346], [3.358542, 1.528636, 3.049830], [1.196248, -1.538419, 6.522191], [5.578305, -3.963913, 3.097749], [-6.675237, 1.847029, 1.071644], [5.145726, 3.574560, -2.845893], [-1.723198, -3.204835, 3.033062], [0.595999, 7.498859, 0.131091], [3.829848, -4.793712, 0.359441], [-3.931787, 4.709169, -2.993957], [-3.554457, -7.572488, -3.063166], [4.365436, 2.998474, 3.675715], [-3.327996, 2.434599, 3.362237], [5.766837, 1.956153, -3.759459], [2.007457, -2.630008, -2.336547], [6.557910, -4.146491, 1.437972], [0.674675, 4.752423, -2.440121], [-0.927629, -5.508734, 1.505295], [-5.050440, 2.396979, -1.782821], [-2.743471, 3.299966, -2.292738], [0.594967, 2.198928, -5.043920], [2.706488, -3.955723, -2.639379], [-3.067254, 4.682446, -2.577462], [-0.801406, -2.889834, 1.494405], [-1.788932, 4.208266, 2.680543], [2.205180, -2.220819, -1.345803], [-1.556298, -5.643046, -2.931852], [5.411796, -5.561877, 2.278903], [4.703296, 0.006070, 2.143377], [4.590050, 2.087361, 3.473172], [6.555981, -4.692033, 0.648048], [3.815769, 5.058754, -0.168272], [-3.398788, -5.536651, -1.919974], [-2.375041, -1.567263, 4.345505]],
  "atomic_forces_ev_per_a": [[-0.2, 0.2, -0.4], [0.1, -0.2, 0.2], [-0.3, 0.1, 0.5], [-0.2, -0.3, 0.1], [-0.2, 0.0, 0.5], [0.6, 1.1, 0.9], [0.6, -0.3, -0.1], [0.7, 0.7, 0.1], [0.0, 0.4, 0.1], [-0.1, -0.4, 0.1], [-0.2, 0.4, -0.7], [-0.2, -0.3, -0.1], [0.4, 0.2, 0.2], [-0.4, 0.4, -0.3], [0.0, 0.7, 0.1], [0.4, 0.2, 0.1], [0.6, 0.4, -0.1], [0.0, -0.7, -1.1], [-0.4, -0.8, -1.2], [-0.8, -0.8, 0.1], [-0.3, -0.1, -1.1], [0.1, -1.6, -0.9], [0.3, -0.8, 0.5], [1.3, -1.2, 2.7], [0.1, 0.0, 0.3], [-0.1, 0.3, -0.1], [-0.3, 1.2, -0.1], [-0.7, 0.3, -0.5], [-0.8, 0.1, 1.0], [-0.3, 0.5, 1.1], [0.6, -1.0, 0.3], [-1.9, -3.0, -0.7], [0.1, 0.0, -0.4], [-0.3, 0.1, -0.2], [-0.8, -0.2, -0.1], [0.1, 0.1, -0.2], [0.1, 0.3, -0.4], [-0.4, 0.8, -0.3], [-0.2, 0.1, -0.7], [1.5, -0.1, -0.1], [-0.7, 0.2, -0.1], [0.5, -0.1, -0.2], [0.2, 0.7, -0.2], [0.6, -0.7, 0.0], [-0.5, 0.4, 0.2], [-0.4, 0.2, -0.2], [-0.2, 0.0, -0.2], [1.5, -1.8, -0.1], [1.9, 0.5, -0.8], [0.0, 1.1, 0.1], [0.8, -0.1, 0.6], [-0.4, 0.0, -0.5], [-0.3, -0.3, -0.1], [-0.9, 0.8, 1.2], [-0.3, -1.4, 1.0], [-0.1, -1.0, 1.0], [0.4, 0.2, -0.1], [0.0, 0.0, 0.2], [-1.4, 0.2, 0.0], [-0.4, 0.2, 0.5], [0.4, 0.1, 0.1], [-1.1, 0.4, 0.6], [0.5, -0.2, -0.2], [-0.1, 0.3, -0.1], [2.0, 0.3, -1.4], [0.1, -0.3, -0.3], [0.1, 0.2, 1.0], [0.5, -0.2, -0.1], [-1.0, -0.4, -0.8], [0.8, 0.0, 0.8], [-1.0, -1.0, 0.8], [0.5, -0.4, 0.1], [0.3, -0.1, 0.1], [0.2, -0.4, -0.6], [-1.0, -0.2, 0.7], [0.5, 0.4, 0.1], [2.3, 0.3, 0.6], [1.5, 2.0, 1.1], [0.6, -0.9, -0.5], [-1.0, -0.9, 0.3], [0.5, 0.3, 0.1], [-0.3, 0.4, 0.1], [-1.0, 1.5, 0.4], [-0.9, -1.0, -0.8], [-2.1, 2.0, -0.1], [0.0, 0.0, 0.8], [0.0, 0.9, -0.6], [0.3, 0.0, 0.2], [-0.3, -0.2, 0.4], [0.1, -0.1, 0.7], [0.2, 0.2, -0.4], [-0.8, 0.2, 1.0], [1.5, 1.8, 1.1], [-1.8, 0.2, 0.6], [0.8, -0.8, 0.2], [0.1, 0.1, -0.3], [-0.4, 0.1, 0.7], [-0.3, 0.3, 0.0], [0.2, -0.6, 0.2], [-0.2, -0.1, -0.6], [0.7, -0.2, 0.1], [0.1, -0.4, -0.1], [0.1, -0.1, -0.8], [0.1, 0.0, -0.1], [-0.1, 0.0, -0.1], [0.7, 0.3, -0.5], [0.6, -0.1, 0.2], [0.3, 0.4, -0.1], [-0.1, 0.0, 0.0], [0.0, -0.1, 0.0], [0.1, -0.2, -0.5], [0.0, 0.2, -1.2], [-0.5, -0.6, 0.2], [-0.4, 0.0, 0.0], [0.4, -2.5, -1.1], [-0.3, 0.0, -0.1], [-0.6, -0.2, 0.3], [0.3, 0.4, 0.1], [0.6, -0.6, -0.3], [0.4, 0.1, -0.9], [0.3, -0.8, -0.3], [-0.2, 0.6, -0.3], [-0.1, -0.1, 0.1], [0.3, -0.2, 0.0], [0.5, 0.2, 0.2], [0.2, 0.0, 0.1], [0.5, -0.5, 0.2], [-1.5, 0.0, 0.9], [0.2, 0.2, -0.8], [-0.2, -0.3, -1.0], [-0.7, 0.8, 0.4], [0.4, 1.6, -1.3], [-2.5, 0.1, 0.1], [0.1, 0.9, 0.8], [0.0, 0.7, -0.2], [0.6, -0.5, -0.1], [-0.7, 0.8, -0.2], [0.1, 0.0, -0.1], [1.0, -0.4, 0.2], [1.0, 0.1, -1.1], [-0.6, -0.1, 0.3], [0.1, 0.2, 0.1], [-0.3, 0.9, -0.3], [0.2, 0.0, -0.2], [-0.5, -0.3, 0.1], [-0.2, -0.1, 0.0], [0.0, 0.1, 0.0]]
}